No. 1
The following is a quantum chemistry calculation of C35H59N2O6 as an isolated structure, from the Open Molecules 2025 dataset.

frontier orbital gap	4.9630	eV
total charge	-1

CARTESIAN COORDINATES (ANGSTROEM)
1 O 1.658 4.885 -7.899
2 O 2.908 -2.433 0.096
3 O 2.143 4.760 -5.718
4 O 1.816 -4.336 0.422
5 O 2.066 1.545 3.321
6 O 2.067 2.872 -6.951
7 N 0.565 -2.168 2.386
8 N -0.018 2.620 3.444
9 C 0.526 -2.327 -1.652
10 C 1.938 -2.671 2.216
11 C 1.059 5.252 5.695
12 C 1.968 4.053 -6.867
13 C 0.294 3.307 4.643
14 C 0.185 -1.603 -0.330
15 C -4.761 -4.292 1.152
16 C 0.451 0.578 -4.068
17 C -2.938 -4.811 2.895
18 C 0.561 -0.993 3.278
19 C 2.231 -3.201 0.788
20 C 2.414 -0.207 -2.530
21 C 0.872 1.513 3.133
22 C 1.374 6.172 -7.342
23 C 0.070 2.754 5.844
24 C -3.316 -0.778 0.298
25 C 0.312 2.106 -3.996
26 C 2.973 -1.625 -2.334
27 C 0.341 3.441 6.973
28 C -0.309 -3.165 3.021
29 C -3.568 -5.161 1.540
30 C -1.508 -5.339 2.978
31 C 2.002 -2.716 -1.794
32 C 0.198 0.295 2.512
33 C 2.171 6.153 -6.058
34 C -1.876 -0.336 0.641
35 C 0.956 2.751 -2.758
36 C -0.950 -0.576 -0.584
37 C 1.585 6.997 -4.949
38 C -0.497 -4.453 2.221
39 C -3.377 -2.329 0.307
40 C 0.826 4.692 6.895
41 C 1.896 0.078 -3.980
42 C -4.477 -2.796 1.274
43 C 0.794 4.564 4.568
44 H -4.016 -0.394 1.043
45 H -3.938 -6.185 1.639
46 H 0.062 0.272 -5.045
47 H -0.038 -3.265 -1.639
48 H 0.453 -4.977 2.239
49 H 1.431 6.264 5.630
50 H 0.036 -3.401 4.043
51 H 1.692 6.961 -8.020
52 H -0.541 0.355 -0.975
53 H -4.988 -4.489 0.100
54 H -1.527 -0.959 1.464
55 H -3.646 -2.705 -0.680
56 H -0.342 1.754 5.864
57 H -3.619 -0.368 -0.666
58 H 1.068 -1.013 -0.083
59 H 0.969 5.007 3.600
60 H 0.122 2.966 7.916
61 H 0.194 -1.794 -2.543
62 H 0.717 6.506 -4.507
63 H 0.355 3.618 -2.476
64 H -0.878 0.440 2.618
65 H 1.009 5.234 7.812
66 H 3.810 -1.581 -1.640
67 H 1.943 3.137 -3.011
68 H 2.034 -3.547 -2.505
69 H -0.763 2.301 -3.920
70 H -3.527 -5.343 3.650
71 H -1.484 -6.364 2.600
72 H 2.313 7.134 -4.149
73 H 1.678 0.099 -1.794
74 H 0.980 2.100 -1.890
75 H -0.182 -1.121 4.067
76 H -2.820 -5.198 0.748
77 H 0.297 6.254 -7.178
78 H -4.276 -2.463 2.292
79 H -0.054 -2.294 0.472
80 H 0.390 0.231 1.441
81 H 3.366 -1.963 -3.294
82 H -1.875 0.726 0.892
83 H -5.668 -4.524 1.715
84 H 2.683 -1.905 2.402
85 H -0.820 -4.241 1.205
86 H -5.387 -2.265 0.972
87 H -1.208 -5.367 4.030
88 H 2.089 -0.813 -4.578
89 H -1.575 -0.979 -1.387
90 H 3.211 6.436 -6.239
91 H -0.130 3.250 2.660
92 H 2.515 0.870 -4.409
93 H -3.022 -3.756 3.144
94 H 0.625 2.557 -4.934
95 H -1.291 -2.690 3.106
96 H 1.519 -0.844 3.781
97 H -0.220 0.150 -3.325
98 H 3.260 0.473 -2.400
99 H 2.359 -3.130 -0.851
100 H -2.424 -2.737 0.639
101 H 1.295 7.982 -5.316
102 H 2.159 -3.475 2.943

No. 2
The following is a quantum chemistry calculation of a 5-piece molecular cluster, C51H63BrClIN3O13S overall, from the Open Molecules 2025 dataset.

frontier orbital gap	7.2061	eV
total charge	+1

CARTESIAN COORDINATES (ANGSTROEM)
1 I 1.210 -5.014 -3.511
2 Br 3.148 3.041 0.704
3 Cl -2.922 -0.002 2.526
4 S -1.182 -2.332 -2.830
5 O 0.001 -0.848 1.967
6 O -2.626 10.228 -2.982
7 O 11.075 2.838 4.918
8 O -0.613 5.350 -2.528
9 O -1.150 1.283 0.315
10 O -5.557 -3.182 -5.915
11 O -7.014 1.911 -5.768
12 O 6.089 1.868 6.419
13 O -2.283 0.707 -3.843
14 O -2.890 2.272 -0.334
15 O -7.757 -5.799 -2.226
16 O -2.574 -6.351 -3.173
17 O 1.117 1.183 -4.485
18 N -1.807 2.046 -0.675
19 N -0.269 0.279 -2.977
20 N -0.723 -1.363 -1.451
21 C 8.099 1.012 5.543
22 C -5.707 -6.736 -1.547
23 C -0.525 -3.306 0.105
24 C -0.797 -1.798 -0.015
25 C -1.077 6.472 -2.633
26 C 0.731 -1.617 4.566
27 C -7.349 -0.221 -6.713
28 C 1.197 2.730 0.518
29 C 0.627 4.075 0.009
30 C -6.572 -5.926 -2.443
31 C -1.321 1.219 -3.448
32 C 0.543 -0.120 4.279
33 C -5.590 0.230 -4.943
34 C -5.893 -2.014 -5.885
35 C -6.983 -1.501 -6.749
36 C -5.928 -5.278 -3.613
37 C -2.336 -1.563 0.243
38 C -3.764 -6.228 -2.955
39 C 2.240 -0.307 -3.111
40 C -2.942 -1.597 1.653
41 C 3.895 1.534 4.418
42 C 2.257 -2.197 1.466
43 C 9.067 3.696 5.795
44 C 0.251 -0.773 0.573
45 C -5.225 -1.049 -4.981
46 C 3.045 0.318 4.860
47 C -0.210 7.633 -2.938
48 C 7.814 3.452 6.171
49 C 1.570 0.770 5.013
50 C 0.438 0.242 2.766
51 C -3.033 7.947 -2.572
52 C 7.233 2.091 6.075
53 C -2.167 9.114 -2.878
54 C -0.071 0.532 -0.234
55 C 1.045 1.588 -0.521
56 C -2.473 -2.676 2.628
57 C -2.526 6.722 -2.460
58 C 1.003 0.463 -3.576
59 C 1.766 -1.143 0.438
60 C -0.714 8.859 -3.051
61 C -0.337 -0.134 -1.639
62 C -4.405 -6.876 -1.786
63 C 9.352 1.255 5.167
64 C 3.627 -0.256 6.170
65 C -1.227 2.727 -3.499
66 C 3.507 -2.987 0.943
67 C -4.626 -5.418 -3.850
68 C -6.682 0.746 -5.805
69 C 9.935 2.617 5.263
70 C 0.233 -5.139 -1.565
71 C 0.672 -3.908 -0.702
72 H -2.962 -2.487 3.585
73 H 4.052 2.232 5.240
74 H 0.591 4.118 -1.077
75 H -3.759 -7.464 -1.145
76 H -8.143 0.172 -7.336
77 H 0.137 -2.274 3.931
78 H 1.417 1.825 4.756
79 H 2.828 -0.460 -4.018
80 H 1.485 -2.892 1.785
81 H -1.400 -2.705 2.803
82 H 3.425 2.009 3.553
83 H 1.318 0.671 6.077
84 H -2.614 -0.607 -0.213
85 H -0.387 -3.609 1.142
86 H 1.992 -1.307 -2.735
87 H -1.428 -3.837 -0.214
88 H 1.123 4.931 0.462
89 H 9.509 4.682 5.859
90 H 0.764 2.072 -1.462
91 H 2.031 1.168 -0.700
92 H 3.688 -2.711 -0.100
93 H 3.318 -4.060 0.993
94 H 10.000 0.481 4.777
95 H 1.772 -1.947 4.550
96 H -3.142 5.860 -2.238
97 H -5.113 0.947 -4.287
98 H 7.165 4.225 6.561
99 H 4.495 -0.878 5.918
100 H 1.393 -4.299 0.014
101 H -0.839 -5.159 -1.757
102 H 1.148 -3.223 -1.400
103 H 0.721 2.546 1.476
104 H -4.012 -1.773 1.518
105 H -0.423 4.110 0.339
106 H -1.139 3.028 -4.547
107 H -4.431 -1.441 -4.357
108 H -0.431 0.152 4.706
109 H 2.862 0.281 -2.438
110 H 4.885 1.176 4.107
111 H 0.846 7.427 -3.062
112 H 2.898 -0.891 6.683
113 H -0.310 1.046 2.718
114 H 0.540 -6.085 -1.124
115 H 0.385 -1.790 5.593
116 H -4.089 8.150 -2.448
117 H 3.999 0.543 6.811
118 H -0.097 9.720 -3.273
119 H 7.656 0.026 5.480
120 H 4.374 -2.754 1.561
121 H -4.141 -4.953 -4.700
122 H 0.000 -2.431 -3.497
123 H -2.136 3.178 -3.104
124 H -7.459 -2.221 -7.402
125 H 2.394 -0.270 0.623
126 H -0.388 3.166 -2.966
127 H 1.991 -1.547 -0.552
128 H 1.395 0.695 2.460
129 H 3.138 -0.453 4.085
130 H -6.194 -7.201 -0.699
131 H 2.600 -1.641 2.338
132 H -2.795 -3.659 2.260
133 H -2.866 -2.313 -0.357
134 H -6.572 -4.691 -4.255

No. 3
The following is a quantum chemistry calculation of a 2-piece molecular cluster, C10H12FN overall, from the Open Molecules 2025 dataset.

frontier orbital gap (spin up / spin down)	7.1491 / 7.9592	eV
relative energy (zero: lowest compared OMol25 entry of this formula, charge and spin)	533.20	kJ/mol

CARTESIAN COORDINATES (ANGSTROEM)
1 F 3.144 -0.990 -0.241
2 N 0.236 -1.678 -0.719
3 C -2.106 1.116 -1.017
4 C 1.795 1.021 -0.248
5 C 2.878 1.930 0.357
6 C -1.687 -1.013 0.643
7 C 0.654 -2.817 0.056
8 C -2.910 -0.380 0.660
9 C -1.129 0.173 -1.386
10 C 2.071 -0.228 -0.359
11 C -0.850 -0.893 -0.533
12 C -3.071 0.783 -0.127
13 H 2.586 2.230 1.324
14 H -2.100 2.102 -1.453
15 H -0.330 0.219 -2.202
16 H -1.378 -1.619 1.484
17 H 0.025 -3.713 -0.082
18 H 3.876 1.478 0.180
19 H 2.888 2.801 -0.311
20 H 1.445 -3.239 -0.516
21 H -3.892 1.431 0.166
22 H 0.751 1.527 -0.341
23 H -3.692 -0.395 1.364
24 H 0.840 -2.536 1.185

No. 4
The following is a quantum chemistry calculation of a 2-piece molecular cluster, C2H8NOPS overall, from the Open Molecules 2025 dataset.

frontier orbital gap	8.5236	eV
relative energy (zero: lowest compared OMol25 entry of this formula, charge and spin)	440.04	kJ/mol

CARTESIAN COORDINATES (ANGSTROEM)
1 S 2.846 0.382 -0.441
2 P 4.016 2.169 -0.197
3 O 1.841 0.293 0.794
4 N -0.808 -0.342 -0.053
5 C -1.970 -0.338 0.461
6 C -3.132 -1.038 -0.076
7 H -2.089 0.078 1.472
8 H 0.945 0.130 0.536
9 H -2.782 -1.971 -0.473
10 H -0.922 -0.905 -0.925
11 H -3.873 -1.334 0.655
12 H -3.677 -0.580 -0.996
13 H 4.796 1.941 -1.518
14 H 4.808 1.516 0.762

No. 5
The following is a quantum chemistry calculation of C10H18IN2NaO3P as an isolated structure, from the Open Molecules 2025 dataset.

frontier orbital gap	7.8191	eV
total charge	+1

CARTESIAN COORDINATES (ANGSTROEM)
1 I 2.764 -0.659 3.555
2 P -1.987 0.367 0.323
3 Na -0.711 1.774 2.977
4 O -1.561 -2.274 -3.123
5 O -1.987 1.055 -2.577
6 O -4.058 1.090 -3.078
7 N -0.165 -1.996 -1.112
8 N -3.106 0.358 -2.833
9 C -0.334 0.395 -0.618
10 C 0.707 -0.862 -0.561
11 C 2.450 1.244 1.130
12 C -2.133 2.157 1.078
13 C -0.974 -1.433 -2.270
14 C -2.014 -0.840 1.795
15 C -0.857 0.196 -2.195
16 C 2.005 -0.745 -1.592
17 C 1.422 -1.311 0.839
18 C 2.659 -0.365 1.344
19 H -3.009 2.257 1.847
20 H 2.295 0.402 -1.738
21 H 0.290 1.379 -0.723
22 H -2.264 2.984 0.231
23 H 3.705 -0.778 0.954
24 H 0.701 -1.452 1.752
25 H -0.694 -2.563 -0.412
26 H -0.064 0.462 -3.047
27 H 1.895 -2.389 0.638
28 H -1.119 -0.524 2.517
29 H 2.936 -1.396 -1.229
30 H -1.838 -1.955 1.484
31 H 1.341 1.610 1.304
32 H 1.766 -1.143 -2.682
33 H -1.071 2.348 1.582
34 H -2.995 -0.723 2.465
35 H 3.136 1.788 1.919
36 H 2.868 1.542 0.056

No. 6
The following is a quantum chemistry calculation of one molecule with the formula C5H8N2, from the Open Molecules 2025 dataset.

frontier orbital gap	8.4956	eV
relative energy (zero: lowest compared OMol25 entry of this formula, charge and spin)	89.01	kJ/mol

CARTESIAN COORDINATES (ANGSTROEM)
1 N -1.174 1.492 -0.887
2 N -0.239 -0.665 -0.406
3 C 1.205 1.072 -0.227
4 C -0.080 0.725 -0.505
5 C -1.133 -1.005 0.707
6 C 1.052 -1.182 -0.164
7 C 1.929 -0.164 -0.027
8 H 2.991 -0.260 0.163
9 H -2.143 -0.617 0.546
10 H -1.188 -2.087 0.833
11 H 1.603 2.077 -0.182
12 H -1.233 2.406 -0.466
13 H -0.718 -0.549 1.618
14 H 1.188 -2.254 -0.102
15 H -2.060 1.010 -0.902

No. 7
The following is a quantum chemistry calculation of C12H16AuN2OSe as an isolated structure, from the Open Molecules 2025 dataset.

frontier orbital gap	8.8920	eV
total charge	+1

CARTESIAN COORDINATES (ANGSTROEM)
1 Au 1.601 -0.820 0.185
2 Se 0.851 -1.209 -2.030
3 O 2.738 -0.913 2.087
4 N -1.963 -0.952 -1.765
5 N -1.077 0.910 -2.487
6 C 2.695 -0.115 3.278
7 C -2.439 1.126 -2.377
8 C -4.374 -0.203 -1.701
9 C -5.145 0.916 -1.939
10 C -4.579 2.118 -2.372
11 C 3.593 -2.049 2.283
12 C -3.223 2.251 -2.601
13 C -0.812 -0.338 -2.085
14 C 3.843 -2.127 3.782
15 C -3.011 -0.078 -1.926
16 C -0.131 1.875 -2.977
17 C 3.800 -0.654 4.178
18 H -2.025 -1.919 -1.480
19 H 1.713 -0.234 3.746
20 H 4.749 -0.171 3.951
21 H 3.046 -2.680 4.277
22 H -0.065 2.725 -2.296
23 H 3.093 -2.933 1.885
24 H 3.578 -0.501 5.230
25 H -2.795 3.185 -2.924
26 H -5.225 2.968 -2.523
27 H -6.210 0.862 -1.771
28 H 4.531 -1.880 1.740
29 H -4.802 -1.130 -1.357
30 H 0.850 1.410 -3.062
31 H -0.437 2.230 -3.962
32 H 4.793 -2.599 4.015
33 H 2.841 0.930 2.996

No. 8
The following is a quantum chemistry calculation of a 6-piece molecular cluster, C39H59ClN6O8 overall, from the Open Molecules 2025 dataset.

frontier orbital gap	8.2382	eV

CARTESIAN COORDINATES (ANGSTROEM)
1 Cl -1.410 6.752 -1.389
2 O 2.203 0.797 -0.653
3 O 1.997 0.053 1.503
4 O -6.401 4.223 1.903
5 O -5.559 0.757 2.092
6 O -1.331 4.456 0.853
7 O -3.154 2.532 6.970
8 O -5.125 0.623 4.353
9 O -5.723 6.634 0.528
10 N 4.031 -8.048 3.342
11 N 6.534 -2.295 -4.618
12 N -6.527 7.115 -1.889
13 N 0.471 2.549 -4.334
14 N -2.621 -1.021 -1.275
15 N 1.882 -3.368 -0.537
16 C 1.887 4.533 -3.151
17 C -3.423 5.590 0.312
18 C -5.369 4.164 1.192
19 C -4.793 5.547 0.640
20 C -6.200 6.702 -0.814
21 C 3.651 -0.295 -4.537
22 C 5.590 -1.752 -5.067
23 C -2.535 4.254 0.563
24 C 2.471 -3.304 0.483
25 C -0.987 1.318 0.458
26 C 3.222 -3.228 1.780
27 C -3.236 2.824 0.479
28 C 1.703 5.828 -3.935
29 C -2.543 7.923 1.003
30 C -4.627 2.787 0.811
31 C -1.535 -3.367 -0.566
32 C -2.424 -4.518 -1.042
33 C 4.822 -8.769 2.848
34 C -3.799 2.372 5.661
35 C 5.827 -9.688 2.216
36 C 4.387 -1.059 -5.640
37 C -2.835 6.967 -0.254
38 C 2.154 -0.260 0.293
39 C 2.190 5.741 -5.377
40 C 1.105 3.433 -3.802
41 C -2.539 1.444 0.068
42 C -3.825 -4.474 -0.441
43 C -4.906 1.453 3.162
44 C 0.019 2.000 -0.624
45 C -2.143 -2.053 -0.963
46 C -1.143 7.663 1.741
47 C 3.152 -1.203 -3.419
48 C 3.953 -5.660 1.586
49 C 4.030 -11.415 1.691
50 C -4.007 0.839 5.259
51 C 5.150 -10.539 1.139
52 C 0.927 0.902 -1.390
53 C 4.395 -4.211 1.761
54 C -5.532 1.477 0.843
55 H -4.125 0.246 6.230
56 H 3.587 -2.207 1.921
57 H -4.363 -3.570 -0.736
58 H -3.146 2.966 4.917
59 H -1.421 -3.394 0.522
60 H -0.506 2.733 -1.320
61 H 6.628 -9.090 1.774
62 H -2.646 1.340 -1.071
63 H 1.629 4.996 -5.948
64 H 5.084 -3.950 0.951
65 H 2.298 -1.337 -0.077
66 H 3.449 -5.815 0.628
67 H 2.798 0.231 -4.976
68 H -0.466 6.911 1.216
69 H 4.406 -12.088 2.468
70 H -4.787 2.969 5.732
71 H 5.901 -11.178 0.665
72 H 3.251 5.479 -5.418
73 H 2.057 6.701 -5.882
74 H -3.058 0.516 0.513
75 H -3.367 7.698 1.779
76 H 3.222 -10.816 2.117
77 H -6.579 1.779 0.484
78 H -2.670 9.013 0.644
79 H 2.476 -1.970 -3.808
80 H 0.644 6.105 -3.934
81 H 3.978 -1.701 -2.904
82 H 0.404 -0.121 -1.494
83 H -4.413 -5.328 -0.786
84 H -5.365 2.471 3.419
85 H 4.952 -4.120 2.698
86 H 3.729 -1.804 -6.097
87 H 2.247 6.631 -3.428
88 H 0.758 2.626 0.002
89 H -2.898 3.480 7.070
90 H 1.216 1.355 -2.424
91 H 1.532 4.664 -2.125
92 H -3.754 1.499 3.052
93 H 4.740 -9.891 0.357
94 H -0.739 0.190 0.410
95 H -0.569 8.661 1.839
96 H -3.661 7.482 -0.873
97 H 3.273 -5.962 2.386
98 H -2.506 -4.495 -2.134
99 H -3.015 0.474 4.789
100 H 6.265 -10.324 2.989
101 H -1.348 7.340 2.829
102 H 4.818 -6.325 1.608
103 H 2.943 4.249 -3.111
104 H 4.713 -0.369 -6.423
105 H -5.135 0.752 0.035
106 H -1.952 -5.467 -0.775
107 H 3.597 -12.025 0.894
108 H 4.312 0.466 -4.109
109 H -0.744 1.633 1.531
110 H -0.541 -3.449 -1.012
111 H 2.539 -3.460 2.602
112 H -3.784 -4.509 0.652
113 H 2.609 -0.619 -2.671

No. 9
The following is a quantum chemistry calculation of C5H8OS2 as an isolated structure, from the Open Molecules 2025 dataset.

frontier orbital gap	8.8610	eV
relative energy (zero: lowest compared OMol25 entry of this formula, charge and spin)	504.69	kJ/mol

CARTESIAN COORDINATES (ANGSTROEM)
1 S 3.002 -0.033 -0.137
2 S -1.372 -1.643 0.124
3 O -0.902 2.031 0.365
4 C 0.309 -0.008 0.757
5 C 1.598 -0.682 0.642
6 C -1.796 0.004 -0.306
7 C 0.352 -1.163 -0.338
8 C -0.498 0.837 -0.207
9 H -1.746 2.381 0.006
10 H 0.130 1.109 -1.132
11 H -2.646 0.437 0.304
12 H -1.940 0.135 -1.557
13 H 1.651 -1.415 1.552
14 H 3.834 -1.047 -0.385
15 H 0.293 -0.757 -1.303
16 H -0.271 -0.188 1.616